The following is a DFT calculation (ωB97M-V/def2-TZVPD) of a molecular structure, C36H37F3O3P2PdS.

Structure (XYZ):
```
83
Properties=species:S:1:pos:R:3:mulliken_charge:R:1
Pd 0.048 0.679 -2.321 0.19
C -1.693 1.197 -3.205 -0.14
C -1.668 -0.211 -3.095 0.05
C -1.182 -1.146 -4.174 -0.95
C 0.148 -0.673 -4.860 -1.18
C 1.084 0.119 -3.981 0.21
C 1.068 1.536 -3.809 -0.50
C 0.112 2.446 -4.545 -0.91
C -1.360 1.924 -4.487 -1.03
C 1.379 0.286 2.596 -1.65
H -2.258 1.742 -2.429 0.48
H -2.314 -0.645 -2.318 0.49
H -1.965 -1.302 -4.931 0.37
H -1.008 -2.144 -3.731 0.37
H 0.689 -1.595 -5.117 0.46
H -0.081 -0.155 -5.800 0.33
H 2.032 -0.381 -3.736 0.64
H 1.984 1.982 -3.413 0.50
H 0.423 2.570 -5.596 0.35
H 0.130 3.438 -4.055 0.42
H -2.051 2.769 -4.568 0.47
H -1.562 1.275 -5.347 0.29
H 0.533 0.961 2.455 0.51
H 1.969 0.645 3.442 0.53
H 0.987 -0.700 2.855 0.31
P -1.578 -0.734 1.248 1.97
P 2.283 0.189 1.082 1.79
C -0.262 -0.886 0.019 -0.20
C 1.050 -0.419 -0.128 -1.55
C -2.549 -2.226 1.420 0.29
C -2.668 -3.044 0.279 -0.25
C -3.400 -4.244 0.334 -0.73
C -4.011 -4.647 1.529 -0.59
C -3.954 -3.810 2.650 -0.75
C -3.256 -2.598 2.587 -0.39
C -2.616 0.571 0.606 0.64
C -2.119 1.883 0.549 -0.30
C -3.019 2.933 0.335 -0.85
C -4.367 2.658 0.079 -0.53
C -4.817 1.337 -0.013 -0.83
C -3.926 0.285 0.177 -0.32
C 3.697 -0.927 1.295 0.33
C 3.476 -2.224 1.814 -0.59
C 4.553 -3.083 2.048 -0.71
C 5.857 -2.691 1.743 -0.51
C 6.076 -1.432 1.174 -0.72
C 5.010 -0.551 0.952 -0.20
C 2.787 1.818 0.511 0.45
C 2.462 2.994 1.219 -0.41
C 2.807 4.244 0.680 -0.76
C 3.489 4.329 -0.538 -0.64
C 3.773 3.165 -1.258 -0.91
C 3.417 1.916 -0.740 -0.53
H -0.565 -1.546 -0.853 0.71
H 1.617 -0.794 -1.016 0.65
H -2.179 -2.725 -0.650 0.10
H -3.490 -4.846 -0.578 0.43
H -4.558 -5.594 1.568 0.39
H -4.474 -4.102 3.571 0.44
H -3.243 -1.934 3.456 0.40
H -1.050 2.060 0.682 0.32
H -2.674 3.971 0.360 0.47
H -5.074 3.476 -0.084 0.43
H -5.868 1.113 -0.215 0.47
H -4.223 -0.752 0.017 0.49
H 2.451 -2.539 2.015 0.32
H 4.352 -4.071 2.460 0.41
H 6.688 -3.365 1.950 0.41
H 7.090 -1.141 0.902 0.42
H 5.203 0.422 0.493 0.41
H 1.950 2.930 2.183 0.46
H 2.548 5.155 1.219 0.47
H 3.790 5.302 -0.930 0.45
H 4.278 3.232 -2.219 0.52
H 3.645 1.013 -1.316 0.74
F -0.869 -1.218 6.695 -0.21
C -1.042 -1.342 5.374 0.75
F 0.119 -1.811 4.831 -0.22
F -2.018 -2.258 5.160 -0.21
S -1.459 0.300 4.561 1.23
O -2.762 0.675 5.055 -0.57
O -0.295 1.135 4.758 -0.60
O -1.525 -0.173 3.066 -0.85
```

Values from the calculation:
- HOMO energy (spin up / spin down) (hartree) = -0.4322 / -0.5225
- total charge = +2
- 2S+1 = 5
- orbital gap (spin up / spin down) (Eh) = 0.207 / 0.157



The following is a DFT calculation (ωB97M-V/def2-TZVPD) of a molecular structure, C36H37HfN3O4P2S2.

Structure (XYZ):
```
85
Properties=species:S:1:pos:R:3:mulliken_charge:R:1
Hf 0.203 -0.426 -1.353 0.52
O -1.846 0.603 -1.798 -0.45
N -1.330 -0.385 -2.775 -0.47
C -1.396 -1.745 -2.188 -0.78
C -2.481 -2.261 -1.292 0.53
C -3.236 -3.363 -1.721 -0.98
C -4.151 -4.000 -0.903 -0.77
C -4.345 -3.546 0.398 -0.89
C -3.582 -2.484 0.852 -0.27
C -2.639 -1.837 0.046 1.21
P -1.331 -0.713 0.883 0.36
C -0.653 -2.110 1.893 0.70
C -0.695 -3.498 1.861 -1.06
C 0.213 -4.189 2.655 -0.67
C 1.128 -3.502 3.454 -0.83
C 1.152 -2.112 3.482 -0.42
C 0.240 -1.414 2.697 -1.35
C -2.452 0.768 1.062 0.51
C -3.838 0.748 1.177 -0.43
C -4.563 1.937 1.243 -0.76
C -3.915 3.158 1.160 -0.79
C -2.531 3.189 1.019 -0.76
C -1.814 2.008 0.989 0.30
H -2.560 0.175 -1.292 0.55
H -1.243 -2.414 -3.032 0.48
H -3.093 -3.720 -2.735 0.41
H -4.708 -4.851 -1.276 0.36
H -5.049 -4.038 1.058 0.41
H -3.669 -2.186 1.894 0.25
H -1.397 -4.026 1.227 0.41
H 0.219 -5.273 2.648 0.42
H 1.826 -4.064 4.063 0.40
H 1.857 -1.583 4.113 0.50
H 0.870 0.603 2.196 0.31
H -4.370 -0.191 1.205 0.36
H -5.640 1.900 1.353 0.43
H -4.479 4.081 1.204 0.36
H -2.013 4.137 0.946 0.48
H -0.731 2.031 0.907 0.30
C 0.239 1.870 -4.321 -1.23
C 1.548 1.121 -4.356 -0.48
O 1.594 0.103 -3.319 -0.15
P 2.270 -1.360 -3.658 0.76
S 2.087 -2.238 -1.859 -0.55
S 1.508 -2.184 -5.230 -0.44
O 3.784 -0.886 -3.872 -0.37
C 4.911 -1.673 -3.448 -0.34
C 5.053 -2.950 -4.248 -1.02
H 0.264 2.657 -5.077 0.43
H 0.063 2.343 -3.350 0.21
H -0.597 1.201 -4.512 0.32
H 2.405 1.773 -4.177 0.23
H 1.676 0.626 -5.319 0.58
H 4.805 -1.883 -2.382 0.31
H 5.768 -1.018 -3.588 0.31
H 4.228 -3.633 -4.044 0.28
H 5.988 -3.447 -3.979 0.41
H 5.059 -2.736 -5.317 0.28
C -0.012 0.039 2.500 0.43
C -0.722 0.720 3.603 1.16
C -1.749 0.098 4.329 -0.32
C -2.460 0.780 5.302 -0.86
C -2.168 2.108 5.594 -0.52
C -1.146 2.737 4.896 -0.74
C -0.436 2.053 3.920 -0.34
H -1.990 -0.939 4.118 0.35
H -3.253 0.272 5.839 0.38
H -2.725 2.641 6.355 0.38
H -0.898 3.770 5.112 0.39
H 0.360 2.555 3.381 0.43
N 2.149 4.676 -2.047 -0.29
C 2.900 4.402 -0.928 0.16
O 3.540 5.285 -0.381 -0.68
C 2.872 3.005 -0.428 0.15
C 3.904 2.550 0.448 -1.04
C 3.799 1.229 0.911 -0.85
C 2.773 0.416 0.525 -0.65
N 1.755 0.852 -0.341 0.96
C 1.857 2.159 -0.752 -0.03
H 2.238 5.604 -2.422 0.22
H 1.852 3.942 -2.664 0.21
H 4.695 3.219 0.747 0.44
H 4.540 0.824 1.591 0.46
H 2.696 -0.604 0.876 0.56
H 1.022 2.523 -1.348 0.24
```

Values from the calculation:
- HOMO energy (spin up / spin down) (hartree) = -0.1006 / -0.1574
- total charge = -1
- 2S+1 = 2
- orbital gap (spin up / spin down) (Eh) = 0.193 / 0.250



The following is a DFT calculation (ωB97M-V/def2-TZVPD) of a molecular structure, C36H37HgN6O10S.

Structure (XYZ):
```
91
Properties=species:S:1:pos:R:3:mulliken_charge:R:1
Hg 0.733 0.357 0.685 3.07
N 2.770 -2.048 0.783 1.41
C 3.871 -1.118 0.378 0.15
C 3.931 0.138 1.264 -0.12
O 5.036 0.438 1.737 -0.82
N 2.779 0.765 1.427 -0.13
C 2.733 1.810 2.432 -0.71
C 1.339 2.138 3.010 0.31
O 1.324 2.967 3.917 -0.82
O 0.293 1.594 2.501 -0.68
H 2.347 -1.695 1.687 -0.45
H 0.994 -2.658 0.130 0.24
H 3.696 -0.860 -0.669 0.20
H 4.814 -1.647 0.469 0.31
H 3.109 2.754 2.021 0.29
H 3.377 1.558 3.277 0.44
O 2.106 -6.452 -2.195 -0.55
C 3.296 -5.650 -2.006 -1.42
C 2.984 -4.390 -1.273 0.71
C 3.211 -4.389 0.141 -0.23
C 3.167 -3.410 1.063 -1.44
N 1.642 -1.949 -0.198 0.12
C 1.982 -2.122 -1.563 -0.30
C 2.497 -3.324 -2.017 -0.32
C 1.704 -0.982 -2.420 0.42
C 1.626 -1.077 -3.821 -0.98
C 1.376 0.050 -4.580 0.67
C 1.233 -0.055 -6.077 -0.71
O 0.400 -1.138 -6.481 -0.53
C 1.218 1.272 -3.936 -1.03
C 1.290 1.285 -2.555 -0.60
N 1.509 0.207 -1.818 0.28
H 2.361 -7.252 -2.667 0.33
H 3.721 -5.417 -2.991 0.36
H 4.034 -6.241 -1.451 0.40
H 3.493 -5.353 0.556 0.31
H 3.305 -3.594 2.117 0.46
H 2.555 -3.458 -3.094 0.15
H 1.741 -2.035 -4.311 0.52
H 2.204 -0.239 -6.545 0.30
H 0.846 0.892 -6.469 0.28
H -0.310 -1.207 -5.832 0.34
H 1.004 2.182 -4.483 0.37
H 1.174 2.210 -2.009 0.24
C -2.311 -2.137 0.110 -1.27
C -1.802 -1.972 1.498 0.22
N -0.546 -1.743 1.830 0.15
C -0.495 -1.776 3.209 -0.04
C -1.751 -2.026 3.701 0.04
N -2.557 -2.152 2.598 0.04
C -2.366 -2.216 5.038 0.63
O -1.582 -2.103 6.070 -0.62
O -3.561 -2.462 5.106 -0.71
C 0.802 -1.709 3.969 0.35
O 0.711 -1.756 5.227 -0.93
O 1.862 -1.656 3.327 -0.67
H -1.947 -1.312 -0.502 -0.10
H -3.401 -2.145 0.092 0.43
H -1.946 -3.078 -0.307 0.39
H -3.553 -2.287 2.667 0.31
H -0.584 -1.922 5.751 0.43
O -1.312 0.735 -0.350 -1.26
S -1.994 1.382 -1.607 -0.04
C -4.556 0.737 -0.783 -1.16
C -4.758 1.494 0.392 0.70
C -3.991 1.250 1.557 0.22
C -4.154 2.011 2.696 -0.56
C -5.084 3.049 2.730 -0.52
C -5.831 3.325 1.587 -0.51
C -5.668 2.576 0.439 -0.61
C -2.296 3.107 -1.114 -0.69
C -1.041 3.903 -0.947 0.28
C -0.395 3.927 0.286 -0.32
C 0.801 4.617 0.442 -0.48
C 1.362 5.292 -0.633 -0.61
C 0.724 5.273 -1.868 -0.55
C -0.466 4.579 -2.022 -0.20
H -4.132 -0.253 -0.722 0.14
H -5.125 0.972 -1.674 0.34
H -3.221 0.488 1.518 0.30
H -3.533 1.810 3.560 0.47
H -5.212 3.640 3.628 0.37
H -6.548 4.140 1.597 0.34
H -6.245 2.810 -0.449 0.33
H -2.864 3.069 -0.182 -0.14
H -2.929 3.512 -1.908 0.64
H -0.810 3.379 1.124 0.43
H 1.289 4.610 1.408 0.50
H 2.294 5.831 -0.511 0.38
H 1.161 5.788 -2.716 0.36
H -0.954 4.544 -2.991 0.36
```

Values from the calculation:
- HOMO energy (spin up / spin down) (hartree) = -0.0597 / -0.0851
- total charge = -2
- 2S+1 = 2
- orbital gap (spin up / spin down) (Eh) = 0.200 / 0.225



The following is a DFT calculation (ωB97M-V/def2-TZVPD) of a molecular structure, C36H38Cl2N5O2Si2Ti.

Structure (XYZ):
```
86
Properties=species:S:1:pos:R:3:mulliken_charge:R:1
Ti 0.220 0.725 0.126 -2.80
C -4.977 0.726 2.188 -0.61
C -4.348 -0.512 2.256 -0.91
C -2.970 -0.601 2.162 0.89
C -2.187 0.544 2.007 -1.60
C -2.824 1.783 1.971 0.14
C -4.209 1.872 2.048 -0.92
N -0.781 0.448 1.874 1.70
C -0.058 0.310 3.041 -0.25
C -0.556 0.105 4.327 -0.73
C 0.332 -0.084 5.380 -0.83
C 1.706 -0.071 5.162 -0.72
C 2.213 0.148 3.887 -0.66
C 1.333 0.338 2.828 0.94
N 1.651 0.587 1.509 1.92
N 2.971 0.899 1.321 -1.37
C 3.132 1.391 0.120 0.13
C 4.399 1.909 -0.309 -0.94
C 4.511 2.510 -1.515 -0.38
C 3.367 2.625 -2.351 -1.02
C 2.189 2.106 -1.905 -0.43
N 2.032 1.484 -0.710 1.21
H -6.056 0.796 2.246 0.37
H -4.938 -1.414 2.367 0.42
H -2.471 -1.562 2.189 0.24
H -2.217 2.674 1.894 0.50
H -4.687 2.843 2.006 0.40
H -1.624 0.088 4.500 0.41
H -0.055 -0.246 6.379 0.37
H 2.387 -0.227 5.989 0.37
H 3.276 0.179 3.696 0.42
H 5.231 1.812 0.375 0.51
H 5.463 2.913 -1.839 0.36
H 3.416 3.110 -3.315 0.45
H 1.299 2.173 -2.514 0.25
C 1.652 -3.409 -3.014 -1.42
Si 1.566 -1.681 -2.222 0.74
C 3.371 -1.166 -2.078 -1.07
C 0.682 -0.699 -3.562 -0.81
C 0.634 -1.597 -0.609 4.02
C -0.815 -1.743 -0.853 -2.69
C -1.523 -2.861 -1.324 -0.59
C -2.870 -2.747 -1.602 -1.02
C -3.520 -1.532 -1.408 -1.52
C -2.781 -0.484 -0.900 -0.73
N -1.487 -0.607 -0.610 1.89
Si 1.232 -2.804 0.693 0.26
C 2.999 -2.541 1.271 -1.10
C 0.063 -2.886 2.165 -0.78
C 1.254 -4.626 0.134 -1.38
H 1.927 -3.286 -4.067 0.38
H 0.700 -3.943 -2.986 0.30
H 2.411 -4.042 -2.553 0.35
H 3.987 -1.797 -2.724 0.63
H 3.741 -1.263 -1.056 0.16
H 3.519 -0.132 -2.385 0.25
H 1.323 -0.643 -4.447 0.50
H 0.410 0.308 -3.264 -0.14
H -0.239 -1.211 -3.853 0.27
H -0.998 -3.790 -1.493 0.27
H -3.417 -3.601 -1.985 0.43
H -4.569 -1.405 -1.635 0.51
H -3.230 0.485 -0.704 0.59
H 3.239 -1.500 1.472 0.26
H 3.710 -2.919 0.532 0.35
H 3.147 -3.114 2.191 0.39
H 0.167 -2.045 2.847 0.12
H 0.275 -3.800 2.725 0.69
H -0.978 -2.938 1.839 0.08
H 1.998 -4.823 -0.638 0.34
H 0.288 -4.989 -0.223 0.33
H 1.521 -5.231 1.006 0.41
Cl -3.734 6.506 -2.808 -0.26
C -2.811 5.079 -2.407 0.14
C -2.901 3.954 -3.236 -0.66
C -2.178 2.827 -2.943 0.36
Cl -2.300 1.448 -3.984 -0.20
C -1.323 2.734 -1.799 -0.81
O -0.648 1.679 -1.566 0.68
C -1.286 3.897 -0.980 1.64
C -0.505 3.880 0.229 -0.83
O 0.037 2.887 0.716 -0.01
C -2.014 5.053 -1.299 -1.18
H -3.537 3.972 -4.110 0.47
H -0.417 4.843 0.764 0.16
H -1.944 5.918 -0.650 0.40
```

Values from the calculation:
- HOMO energy (spin up / spin down) (hartree) = -0.1244 / -0.1260
- total charge = -1
- 2S+1 = 1
- orbital gap (spin up / spin down) (Eh) = 0.196 / 0.198